No. 1
{
  "formula": "C14H26AlF2Si",
  "method": "the ωB97M-V functional and the def2-TZVPD basis",
  "symbols": ["C", "C", "C", "Si", "C", "C", "C", "C", "C", "C", "C", "C", "F", "C", "F", "C", "C", "H", "H", "H", "H", "H", "H", "H", "H", "H", "H", "H", "H", "H", "H", "H", "H", "H", "H", "H", "H", "H", "H", "H", "H", "H", "H", "Al"],
  "xyz": [[1.92, 1.21, 2.93], [0.63, 1.24, 2.61], [-0.84, 1.28, 1.94], [-0.87, 0.01, 0.44], [1.00, -0.46, 0.17], [1.25, -1.37, -1.13], [2.77, -1.12, -1.64], [3.86, -0.92, -0.47], [4.38, 0.63, -0.35], [-1.45, 0.82, -1.19], [-2.56, 1.98, -1.00], [-1.76, 3.41, -1.08], [-3.36, 1.85, 0.19], [-1.95, -1.47, 1.04], [-2.93, -1.05, 2.04], [-2.74, -2.24, -0.13], [-4.30, -2.52, 0.31], [2.99, 0.76, 3.05], [-0.93, 2.33, 1.48], [-1.61, 1.03, 2.75], [1.45, -0.98, 1.09], [1.55, 0.54, 0.00], [0.55, -1.08, -2.01], [1.02, -2.48, -0.93], [3.10, -2.01, -2.30], [2.77, -0.14, -2.26], [3.57, -1.36, 0.55], [4.80, -1.51, -0.81], [3.64, 1.34, -0.89], [4.40, 0.98, 0.75], [5.42, 0.70, -0.84], [-0.51, 1.32, -1.66], [-1.84, 0.09, -1.98], [-3.29, 1.96, -1.90], [-0.81, 3.40, -0.43], [-2.49, 4.23, -0.76], [-1.40, 3.53, -2.18], [-1.31, -2.28, 1.59], [-2.31, -3.29, -0.37], [-2.81, -1.68, -1.12], [-4.39, -2.99, 1.36], [-4.78, -3.25, -0.44], [-4.82, -1.49, 0.26], [4.99, 1.06, 3.35]],
  "spin_multiplicity": 1,
  "charge": 3,
  "gap_ev": 3.6,
  "total_energy_ha": -1279.145783,
  "e_lumo_ev": -16.125
}



No. 2
{
  "formula": "C14H26AsF6K2N6O12S",
  "method": "the ωB97M-V functional and the def2-TZVPD basis",
  "symbols": ["K", "K", "As", "F", "F", "F", "F", "F", "F", "C", "N", "O", "O", "H", "H", "H", "C", "N", "O", "O", "H", "H", "H", "C", "N", "O", "O", "H", "H", "H", "C", "N", "O", "O", "H", "H", "H", "C", "C", "O", "S", "O", "O", "O", "H", "H", "H", "H", "N", "C", "C", "C", "C", "H", "H", "H", "H", "H", "N", "C", "C", "C", "C", "H", "H", "H", "H", "H"],
  "xyz": [[-28.82, -6.47, -18.42], [-30.33, -10.16, -16.18], [-27.75, -7.82, -14.32], [-29.46, -8.17, -14.11], [-27.31, -8.54, -12.84], [-26.10, -7.65, -14.73], [-28.09, -6.98, -15.85], [-27.94, -6.31, -13.58], [-27.76, -9.36, -15.17], [-22.24, -6.80, -14.18], [-21.83, -7.53, -15.39], [-22.63, -8.35, -15.81], [-20.80, -7.21, -15.94], [-23.31, -6.62, -14.14], [-21.84, -5.79, -14.15], [-21.86, -7.25, -13.27], [-28.45, -9.29, -9.42], [-28.00, -8.15, -8.59], [-27.51, -7.21, -9.21], [-28.20, -8.18, -7.42], [-29.01, -9.98, -8.79], [-27.51, -9.75, -9.73], [-28.98, -9.08, -10.34], [-25.98, -4.13, -15.56], [-24.66, -4.09, -16.26], [-24.71, -3.91, -17.46], [-23.68, -4.46, -15.65], [-26.46, -3.17, -15.73], [-25.78, -4.34, -14.51], [-26.53, -4.98, -15.92], [-24.17, -10.56, -11.82], [-23.52, -11.10, -13.03], [-22.68, -10.46, -13.57], [-23.99, -12.13, -13.47], [-23.82, -11.18, -10.99], [-25.24, -10.75, -11.89], [-23.97, -9.52, -11.61], [-27.71, -13.85, -12.35], [-27.57, -15.10, -13.21], [-28.14, -14.71, -14.50], [-28.88, -13.31, -14.43], [-30.19, -13.49, -14.95], [-28.10, -12.27, -15.00], [-28.94, -13.27, -12.87], [-26.88, -13.18, -12.56], [-27.90, -13.96, -11.29], [-28.26, -15.91, -12.94], [-26.53, -15.40, -13.30], [-30.45, -6.62, -11.21], [-31.65, -6.58, -11.87], [-32.65, -6.43, -10.95], [-32.00, -6.13, -9.70], [-30.65, -6.26, -9.90], [-29.55, -6.65, -11.66], [-31.60, -6.64, -12.95], [-33.70, -6.53, -11.12], [-32.59, -6.00, -8.82], [-29.80, -6.21, -9.25], [-26.30, -5.39, -11.19], [-25.23, -5.69, -11.99], [-24.25, -4.76, -11.75], [-24.72, -3.96, -10.67], [-25.96, -4.40, -10.32], [-27.14, -5.92, -11.10], [-25.34, -6.52, -12.67], [-23.35, -4.63, -12.32], [-24.18, -3.19, -10.15], [-26.58, -4.14, -9.49]],
  "spin_multiplicity": 1,
  "charge": 1,
  "gap_ev": 5.0,
  "total_energy_ha": -6213.049881,
  "e_lumo_ev": -4.725
}



No. 3
{
  "formula": "C14H26Br6O6S3",
  "method": "the ωB97M-V functional and the def2-TZVPD basis",
  "symbols": ["C", "C", "C", "S", "O", "O", "C", "H", "H", "H", "H", "H", "H", "H", "H", "C", "C", "C", "S", "O", "O", "C", "H", "H", "H", "H", "H", "H", "H", "H", "C", "C", "C", "S", "O", "O", "C", "H", "H", "H", "H", "H", "H", "H", "H", "C", "Br", "Br", "Br", "H", "C", "Br", "Br", "Br", "H"],
  "xyz": [[2.00, 4.01, -1.60], [3.04, 3.60, -2.62], [2.47, 2.26, -3.27], [1.92, 1.35, -1.85], [3.05, 0.58, -1.27], [0.64, 0.70, -2.09], [1.74, 2.78, -0.68], [1.11, 4.30, -2.12], [2.25, 4.92, -1.08], [4.05, 3.50, -2.21], [3.20, 4.37, -3.35], [3.30, 1.74, -3.76], [1.62, 2.42, -3.90], [2.57, 2.62, 0.03], [0.80, 2.69, -0.14], [-3.47, 0.64, -2.59], [-2.79, 0.66, -1.19], [-2.36, 2.12, -0.90], [-2.13, 2.91, -2.45], [-0.81, 3.37, -2.76], [-3.12, 3.97, -2.59], [-2.53, 1.53, -3.42], [-4.49, 1.09, -2.48], [-3.54, -0.41, -2.91], [-1.94, -0.07, -1.18], [-3.44, 0.36, -0.40], [-1.34, 2.10, -0.51], [-3.12, 2.69, -0.34], [-1.56, 1.09, -3.67], [-2.88, 1.95, -4.32], [-3.28, -3.58, 3.35], [-1.78, -3.26, 3.63], [-0.98, -4.61, 3.60], [-1.68, -5.52, 2.27], [-1.88, -6.88, 2.73], [-0.80, -5.32, 1.11], [-3.28, -4.55, 2.19], [-3.99, -2.75, 3.18], [-3.68, -4.10, 4.26], [-1.57, -2.76, 4.53], [-1.38, -2.67, 2.78], [-1.21, -5.11, 4.50], [0.08, -4.50, 3.46], [-4.03, -5.37, 2.24], [-3.32, -4.12, 1.17], [5.78, 1.53, 2.41], [4.81, 1.17, 0.75], [6.20, -0.07, 3.37], [4.94, 2.94, 3.49], [6.72, 1.96, 2.26], [2.09, -1.62, 0.77], [0.75, -2.43, -0.26], [2.99, -2.89, 1.93], [1.39, -0.04, 1.73], [2.88, -1.28, 0.18]],
  "spin_multiplicity": 1,
  "gap_ev": 10.0,
  "total_energy_ha": -17639.040727,
  "e_lumo_ev": 0.025,
  "de_lowest_kj_mol": 99.9
}



No. 4
{
  "formula": "C14H26Br8Cl6O4Sr2",
  "method": "the ωB97M-V functional and the def2-TZVPD basis",
  "symbols": ["Sr", "Sr", "O", "C", "C", "O", "H", "H", "H", "H", "O", "C", "C", "O", "H", "H", "H", "H", "Br", "C", "C", "Br", "H", "H", "H", "H", "Br", "C", "C", "Br", "H", "H", "H", "H", "Br", "C", "C", "Br", "H", "H", "H", "H", "Br", "C", "C", "Br", "H", "H", "H", "H", "C", "Cl", "Cl", "Cl", "H", "C", "Cl", "Cl", "Cl", "H"],
  "xyz": [[-4.40, -0.57, -0.59], [-2.07, 2.33, 0.54], [-4.16, 2.28, 2.10], [-4.60, 1.02, 2.53], [-6.05, 0.52, 2.14], [-6.37, 0.48, 0.79], [-4.45, 0.85, 3.60], [-3.95, 0.29, 1.99], [-6.69, 1.21, 2.70], [-6.04, -0.49, 2.60], [0.21, 1.89, -0.30], [0.38, 0.55, -0.70], [-0.85, -0.45, -0.82], [-2.02, -0.21, -0.06], [1.20, 0.09, -0.12], [0.84, 0.56, -1.71], [-0.41, -1.42, -0.59], [-1.06, -0.49, -1.90], [-1.11, 2.16, 4.16], [0.80, 1.85, 4.40], [1.23, 0.60, 3.70], [3.02, 0.18, 4.29], [1.03, 1.82, 5.47], [1.35, 2.75, 4.14], [1.26, 0.78, 2.63], [0.57, -0.22, 3.97], [-0.59, -0.59, -4.97], [-0.26, 1.27, -4.57], [-1.56, 1.96, -4.28], [-1.10, 3.84, -3.81], [0.24, 1.76, -5.40], [0.44, 1.29, -3.74], [-2.08, 1.61, -3.40], [-2.23, 1.97, -5.14], [0.65, -3.30, 2.79], [-1.07, -3.66, 1.96], [-2.15, -2.72, 2.46], [-3.85, -3.01, 1.60], [-1.30, -4.71, 2.04], [-0.87, -3.42, 0.91], [-1.84, -1.67, 2.42], [-2.29, -2.85, 3.53], [3.24, -2.84, 0.25], [3.93, -1.00, 0.22], [5.42, -0.96, 0.04], [5.85, 0.98, 0.13], [3.68, -0.55, 1.18], [3.46, -0.45, -0.59], [5.76, -1.29, -0.93], [6.04, -1.43, 0.80], [2.15, 2.31, -1.84], [3.40, 1.18, -2.41], [1.42, 3.13, -3.24], [2.79, 3.45, -0.68], [1.38, 1.69, -1.39], [2.72, -1.95, -3.73], [1.68, -3.23, -3.06], [2.63, -2.03, -5.49], [4.39, -2.14, -3.19], [2.26, -1.01, -3.43]],
  "spin_multiplicity": 1,
  "gap_ev": 5.3,
  "total_energy_ha": -24264.601967,
  "e_lumo_ev": -1.765,
  "de_lowest_kj_mol": 201.5
}



No. 5
{
  "formula": "C14H26BrFN2O5",
  "method": "the ωB97M-V functional and the def2-TZVPD basis",
  "symbols": ["C", "C", "F", "C", "C", "Br", "C", "O", "O", "C", "O", "H", "H", "H", "H", "C", "O", "C", "C", "C", "N", "H", "H", "H", "H", "H", "H", "H", "H", "H", "H", "H", "C", "O", "C", "C", "C", "N", "H", "H", "H", "H", "H", "H", "H", "H", "H", "H", "H"],
  "xyz": [[-0.45, -0.73, 5.81], [-1.45, -1.34, 4.82], [-1.30, -0.78, 3.55], [-2.90, -1.18, 5.25], [-3.65, -0.11, 5.41], [-3.13, 1.69, 5.16], [-5.02, -0.70, 5.82], [-6.06, -0.29, 5.56], [-4.69, -1.87, 6.47], [-3.73, -2.41, 5.59], [-3.68, -3.49, 5.22], [-0.37, 0.34, 5.59], [0.51, -1.23, 5.63], [-0.77, -0.89, 6.84], [-1.28, -2.41, 4.71], [3.60, 1.02, 1.66], [2.31, 0.66, 2.13], [1.24, 0.96, 1.24], [1.05, -0.06, 0.11], [2.08, 0.06, -1.01], [1.06, -1.44, 0.61], [3.57, 1.94, 1.06], [4.04, 0.21, 1.08], [4.24, 1.19, 2.52], [0.34, 0.94, 1.86], [1.34, 1.98, 0.86], [0.07, 0.13, -0.34], [3.05, -0.38, -0.74], [1.74, -0.46, -1.90], [2.25, 1.11, -1.28], [0.29, -1.55, 1.27], [1.89, -1.55, 1.18], [-0.50, -0.58, -3.92], [0.55, 0.36, -3.85], [1.35, 0.45, -5.02], [0.75, 1.28, -6.16], [-0.37, 0.57, -6.91], [0.25, 2.57, -5.68], [-0.22, -1.47, -4.50], [-1.40, -0.13, -4.33], [-0.73, -0.90, -2.90], [2.28, 0.94, -4.70], [1.63, -0.56, -5.36], [1.55, 1.47, -6.88], [-1.32, 0.58, -6.36], [-0.56, 1.07, -7.86], [-0.11, -0.47, -7.12], [1.02, 3.10, -5.28], [-0.36, 2.39, -4.89]],
  "smiles": "C[C@H](F)C1=C(Br)C(=O)OC1=O.COC[C@@H](C)N.COC[C@@H](C)N",
  "spin_multiplicity": 1,
  "gap_ev": 8.6,
  "total_energy_ha": -3708.554567,
  "e_lumo_ev": -0.536
}



No. 6
{
  "formula": "C14H26BrNO4P",
  "method": "the ωB97M-V functional and the def2-TZVPD basis",
  "symbols": ["C", "C", "Br", "C", "P", "C", "C", "C", "C", "C", "N", "H", "H", "H", "H", "H", "H", "H", "H", "H", "H", "H", "H", "H", "H", "H", "H", "H", "H", "H", "H", "H", "H", "C", "C", "C", "O", "C", "C", "C", "O", "O", "O", "H", "H", "H", "H"],
  "xyz": [[1.54, 2.62, 0.37], [0.69, 2.54, -0.90], [-1.02, 3.53, -0.58], [0.40, 1.14, -1.44], [-0.11, -0.27, -0.21], [-1.81, -0.66, -1.00], [-2.97, -0.48, -0.01], [-3.58, 0.92, 0.02], [-4.08, 1.42, -1.34], [-5.01, 2.64, -1.25], [-4.42, 3.84, -0.65], [1.67, 3.66, 0.69], [1.09, 2.04, 1.18], [2.52, 2.19, 0.16], [1.15, 3.16, -1.68], [1.36, 0.77, -1.86], [-0.30, 1.22, -2.28], [0.53, -1.25, -1.18], [1.22, -0.10, 0.44], [-0.71, 0.70, 0.73], [-0.40, -1.36, 0.72], [-1.99, -0.14, -1.95], [-1.70, -1.73, -1.25], [-3.77, -1.21, -0.22], [-2.58, -0.73, 0.99], [-4.45, 0.90, 0.71], [-2.86, 1.63, 0.44], [-3.22, 1.66, -1.99], [-4.63, 0.60, -1.84], [-5.37, 2.91, -2.25], [-5.90, 2.37, -0.66], [-3.71, 4.21, -1.26], [-3.94, 3.59, 0.20], [4.69, -2.80, 0.12], [3.35, -2.68, 0.18], [2.58, -3.01, 1.46], [1.38, -3.03, 1.42], [3.35, -3.29, 2.67], [4.68, -3.37, 2.59], [5.43, -3.14, 1.29], [6.65, -3.25, 1.36], [5.48, -3.66, 3.62], [2.64, -2.34, -0.88], [5.24, -2.60, -0.79], [2.80, -3.47, 3.58], [6.38, -3.63, 3.23], [1.71, -2.07, -0.68]],
  "spin_multiplicity": 1,
  "charge": -1,
  "gap_ev": 5.3,
  "total_energy_ha": -3820.057350,
  "e_lumo_ev": 1.320
}